i.
61
Properties=species:S:1:pos:R:3:nbo_charge:R:1 method="wB97M-V/def2-TZVPD" orbital_gap_ev=10.16 charge=+1 e_lumo_ha=-0.0958
O 1.93841 -1.90226 2.56342 -0.84
H 2.55599 4.97632 -2.75069 0.49
O -0.41456 0.26097 -2.86147 -0.99
H -0.29233 0.89585 -3.57953 0.48
H -0.75497 0.68657 -2.09361 0.51
O -2.18511 -2.83357 -0.62312 -0.96
H -1.27941 -2.90106 -0.92018 0.47
H -2.67800 -3.53150 -1.06411 0.49
O -0.68751 -4.86318 -1.90583 -0.96
H -1.40240 -5.16361 -2.47566 0.48
H 3.29677 0.06509 0.48820 0.49
O -4.84234 -0.39052 0.27724 -0.95
H -0.79820 2.37267 -0.54689 0.50
H -0.10177 -4.43990 -2.54207 0.48
O -0.84479 2.53215 -1.49966 -1.00
H 4.55800 3.14686 1.11292 0.49
H -0.66720 3.40695 -1.81879 0.49
O 4.86332 2.58182 1.86059 -0.94
H 3.37862 1.03395 1.72116 0.53
H -4.35098 -2.34442 -3.58230 0.48
O 2.77944 3.90892 -0.34967 -1.00
H 2.63015 4.74226 0.13185 0.48
H 2.21469 3.91303 -1.12853 0.50
O -0.15820 -0.43915 3.34697 -0.96
H -0.46475 0.07096 2.56506 0.52
H -5.71704 -0.74598 0.62873 0.47
O 0.51101 1.77678 0.78967 -0.99
H 1.25689 2.00829 0.23718 0.50
H 0.03764 2.56294 1.14038 0.50
O -0.20103 4.32573 1.95206 -0.96
H -0.32516 5.15545 1.41815 0.49
H 4.19384 2.83279 2.51720 0.46
O 2.27090 -3.29065 -2.78644 -0.98
H 1.92290 -4.15239 -2.98139 0.47
H 1.75563 -2.64513 -3.31293 0.49
O -0.02614 -2.54041 -3.60824 -0.98
H -0.14080 -1.83225 -2.92448 0.50
H -0.04550 -2.05471 -4.43512 0.49
O 1.68865 4.55938 -2.68019 -0.96
H 1.15114 -1.42898 2.95727 0.55
H 1.61476 4.18359 -3.57479 0.49
O 3.08695 0.12175 1.41979 -0.97
H -1.07803 4.06199 2.24286 0.49
H 1.46947 -2.27308 1.70484 0.56
O 1.52985 -1.75956 -0.06838 -0.97
H 0.78554 -2.02860 -0.60408 0.50
H 2.34419 -2.14882 -0.42248 0.51
O 0.16954 2.67684 4.39688 -0.97
H -0.37489 2.25462 5.05466 0.48
H 0.68727 3.41151 4.77976 0.49
O -3.53374 -2.71046 -3.24216 -0.96
H 2.48595 -1.30322 1.87856 0.56
H -3.22336 -2.14096 -2.53762 0.48
O -5.00585 0.16976 2.89748 -0.91
H -4.90192 -0.68864 2.33778 0.46
H -4.04223 0.18986 2.75665 0.45
O -0.41974 -3.97286 1.57170 -0.99
H 0.11352 -4.75116 1.43337 0.48
H -1.22481 -3.95404 1.06460 0.50
H -5.16607 0.22794 -0.41588 0.48
H 0.05777 0.11745 4.08932 0.50

ii.
61
Properties=species:S:1:pos:R:3:nbo_charge:R:1 method="wB97M-V/def2-TZVPD" orbital_gap_ev=10.33 charge=+1 e_lumo_ha=-0.1042
O 1.09576 -5.41779 -0.25013 -0.94
H 1.17097 -1.57663 1.13010 0.54
O -2.58479 2.26679 4.29780 -0.94
H -3.17998 2.93813 3.95046 0.47
H -1.85834 2.87206 4.58840 0.47
O -4.11861 0.51032 -2.19806 -1.01
H -4.52858 -0.13937 -2.78005 0.50
H -4.08460 0.12071 -1.14889 0.52
O -1.18382 2.27047 -0.86176 -0.97
H -2.17811 2.07389 -0.80940 0.48
H -0.76139 -5.63600 1.60303 0.52
O 1.61580 0.34119 3.51044 -0.91
H 0.89942 5.07645 -2.21097 0.46
H -0.86867 2.40440 -1.63702 0.48
O 1.48967 4.48740 -1.76130 -0.92
H -0.14605 -0.68623 1.52453 0.56
H 0.89509 3.81003 -2.01646 0.46
O -1.13238 -0.83825 -3.09043 -0.95
H -1.00097 -4.69778 3.04198 0.49
H 0.95731 -0.56224 2.74587 0.53
O 3.64932 2.05729 -1.76520 -0.92
H 3.51116 2.63068 -1.15876 0.45
H 2.77371 1.80760 -2.14195 0.47
O -3.01683 1.91496 -4.13925 -0.95
H -3.33361 1.70183 -3.37827 0.47
H 2.49338 0.70847 3.21523 0.54
O 4.82918 1.52180 2.97664 -0.96
H 4.25722 1.59717 3.73789 0.47
H 4.76971 2.33429 2.35173 0.50
O -1.22977 0.87917 1.62352 -0.98
H -1.32434 1.47685 0.99405 0.49
H -0.98243 -0.68836 -4.01297 0.48
O 0.23560 1.78923 -3.85124 -0.98
H 0.24888 0.87250 -3.67409 0.47
H -0.59000 2.18960 -4.09265 0.50
O -1.22678 3.74554 -3.05503 -0.97
H -1.31164 4.26721 -2.25946 0.48
H -2.10652 3.68874 -3.38196 0.49
O 1.37782 -2.53572 -0.01265 -0.93
H 2.92512 -4.05733 2.84523 0.46
H 0.87284 -3.29770 0.04871 0.52
O -1.19270 -5.36837 2.42615 -1.01
H -1.89732 0.86010 2.33739 0.51
H 1.99764 -5.46423 -0.34030 0.47
O 2.09696 -4.05735 3.10484 -0.91
H -0.54603 -2.98386 -1.99609 0.47
H 1.78477 -3.19626 3.13285 0.45
O -0.04377 -3.64955 -2.06391 -0.95
H 0.39575 -3.63716 -2.89838 0.48
H 1.81534 -2.51215 -0.78312 0.49
O 0.60990 -1.25112 1.90636 -0.91
H 0.79980 -5.23720 -1.08594 0.48
H -1.40584 -0.00167 -2.75373 0.48
O 2.55503 3.45146 3.54578 -0.96
H 2.39234 4.00437 4.39714 0.48
H 2.59468 4.19711 2.91279 0.48
O -3.46675 -2.55921 -0.30646 -0.95
H -3.27923 -2.67368 0.61310 0.47
H -3.06850 -3.35345 -0.70529 0.48
H 1.75606 -0.14143 4.38731 0.52
H -3.72975 2.44432 -4.58082 0.48

iii.
61
Properties=species:S:1:pos:R:3:nbo_charge:R:1 method="wB97M-V/def2-TZVPD" orbital_gap_ev=10.66 charge=+1 e_lumo_ha=-0.0854
O 3.10364 -3.23473 -0.07322 -1.04
H -2.56629 3.69303 2.15323 0.46
O 0.42804 4.65317 -3.17172 -0.96
H -0.17768 5.40228 -3.12832 0.49
H 1.24662 5.11622 -2.94510 0.49
O -5.58311 -0.56033 1.77014 -0.97
H -5.62146 -1.50224 1.62398 0.50
H -5.54828 0.08011 1.07638 0.47
O -1.96663 -1.31525 -1.08772 -1.00
H -1.29766 -1.37054 -1.77157 0.46
H -0.00846 -1.03083 -0.05469 0.51
O 0.51364 2.30605 -4.74464 -1.00
H 0.60773 3.29253 0.22647 0.48
H -2.84142 -1.19917 -1.52347 0.51
O 0.41081 3.95592 -0.41509 -0.95
H 2.88100 -0.93219 0.59452 0.50
H -0.42230 3.83375 -0.87541 0.49
O 2.78824 -1.31825 1.47223 -0.94
H 1.30045 -1.05441 -0.97227 0.51
H -5.06686 -0.58057 -1.38176 0.49
O 2.51905 0.71351 2.88532 -0.96
H 2.15870 0.31959 3.67738 0.50
H 3.24816 1.33903 2.91774 0.54
O 1.06447 -3.10620 1.70600 -0.91
H 1.73142 -2.14502 1.26515 0.55
H -0.14714 2.16830 -5.40220 0.49
O -2.96151 0.30726 5.34803 -0.96
H -2.07143 0.08637 5.57864 0.48
H -3.15886 1.17220 5.02015 0.48
O 4.63929 2.34674 2.55695 -0.97
H 5.53558 2.05014 2.71079 0.50
H 2.51252 -0.46376 2.01625 0.51
O 0.76798 1.47560 -2.09262 -0.99
H 0.68080 2.26959 -1.55046 0.48
H 1.04113 1.90658 -2.91689 0.49
O -0.01321 -0.46068 -4.56064 -0.97
H 0.21372 0.25340 -3.94534 0.50
H 0.27766 -0.02888 -5.37082 0.47
O -1.62800 3.78330 1.96128 -0.93
H 1.74210 -3.77989 1.84485 0.50
H -1.65836 3.54578 1.03007 0.47
O 0.80413 -1.48750 -0.27420 -0.99
H 4.61480 3.30705 2.54298 0.50
H 3.83079 -3.00048 0.49191 0.52
O 0.95131 -2.80724 -3.63913 -0.94
H 0.13079 -2.41348 -3.34232 0.46
H 1.03784 -2.26891 -4.43259 0.48
O 1.06459 -1.64571 4.79678 -0.94
H 1.87134 -1.47206 4.33489 0.45
H 0.85741 -2.58162 4.73878 0.49
O -4.50698 -1.30689 -1.58918 -0.96
H 3.02340 -3.79095 -0.84334 0.53
H -4.80394 -1.97339 -2.20052 0.51
O -2.70765 1.49412 -0.03410 -0.95
H -2.53393 1.09700 0.81486 0.49
H -3.65351 1.61329 -0.13374 0.47
O 0.15709 -4.15516 -0.43640 -0.94
H -0.15505 -5.03435 -0.20091 0.49
H -0.62115 -3.67070 -0.74416 0.51
H 0.54414 3.21597 -4.41803 0.51
H 0.85766 -3.22196 0.69451 0.56

What is the stability order? It is i, iii, ii, from most stable to least stable.

i.
15
Properties=species:S:1:pos:R:3:nbo_charge:R:1 method="wB97M-V/def2-TZVPD" orbital_gap_ev=10.56 charge=+1 e_lumo_ha=-0.2065
C 0.06842 -1.11486 0.49136 -0.48
C 1.43263 -1.19053 -0.28019 0.13
C -0.63424 0.28194 0.52898 -0.31
C -1.36859 0.60665 -0.78768 -0.63
C 0.50513 1.24778 0.34864 0.52
N 2.23925 -0.22916 -0.54491 -0.06
O 1.69843 1.05439 -0.08727 -0.27
H -0.52036 -1.96524 0.21815 0.27
H 0.56569 -1.31699 1.51103 0.27
H 1.77542 -2.13038 -0.54168 0.24
H -1.02016 1.37560 -1.44237 0.26
H -2.34113 0.90706 -0.28274 0.26
H -1.52874 -0.41701 -1.14026 0.25
H 0.34070 2.36705 0.55950 0.25
H -1.21244 0.52368 1.44942 0.29

ii.
15
Properties=species:S:1:pos:R:3:nbo_charge:R:1 method="wB97M-V/def2-TZVPD" orbital_gap_ev=8.63 charge=+1 e_lumo_ha=-0.1501
C -1.59128 -2.25086 -0.10400 -0.15
C -0.99263 -2.40457 -1.22823 -0.13
C -0.28434 -1.65161 -0.12140 -0.19
C -0.31773 0.22400 -0.09736 0.02
C 0.78986 0.93029 0.56777 0.13
N 1.18656 2.31088 0.27684 -0.73
O -0.41299 0.70535 1.22385 -0.44
H -2.39307 -2.39691 0.53765 0.24
H -1.02381 -2.73929 -2.19109 0.24
H 0.49221 -1.91898 0.44089 0.18
H -0.97282 0.63567 -0.99625 0.21
H 1.53454 0.43675 1.09662 0.21
H 0.54866 2.95528 0.75107 0.46
H 1.23361 2.64158 -0.82998 0.48
H 2.20323 2.52242 0.67361 0.47

What is the stability order? It is i, ii, from most stable to least stable.

i.
15
Properties=species:S:1:pos:R:3:nbo_charge:R:1 method="wB97M-V/def2-TZVPD" orbital_gap_ev=7.18 charge=+1 e_lumo_ha=-0.1970
C -1.75187 -1.37722 -0.88472 0.32
C 0.89228 1.30206 1.68935 -0.14
C 1.02339 1.40103 0.35961 -0.32
C -0.47059 -0.91683 -0.01799 -0.61
C 0.43476 0.33388 -0.41583 0.47
N 0.83027 0.20704 -1.67703 -0.66
O -2.74298 -1.92368 -0.32718 -0.58
H 1.36985 1.98082 2.31371 0.22
H 0.18409 0.72295 2.18376 0.21
H 1.53181 2.15511 -0.15252 0.25
H -0.75226 -0.68585 1.08674 0.21
H 0.29013 -1.58654 -0.21390 0.27
H 0.39392 -0.30647 -2.43619 0.45
H 1.52106 0.81384 -2.09159 0.42
H -2.75386 -2.12015 0.58378 0.49

ii.
15
Properties=species:S:1:pos:R:3:nbo_charge:R:1 method="wB97M-V/def2-TZVPD" orbital_gap_ev=9.37 charge=+1 e_lumo_ha=-0.2159
C 0.43245 1.79034 -0.02822 -0.24
C -0.14422 0.60997 0.51344 -0.31
C 1.80676 0.68366 -1.87433 0.39
C -1.03425 -0.23256 0.32520 0.53
C -2.07427 -1.01592 -0.16279 -0.73
N 1.29715 1.39090 -1.07401 -0.56
O 1.92200 0.07022 1.74511 -0.95
H -0.43750 2.28483 -0.38434 0.26
H 0.91486 2.30518 0.76696 0.26
H 0.31463 0.27515 1.42334 0.40
H 2.70213 0.58410 1.47381 0.51
H -2.02545 -0.61376 -1.25258 0.35
H -2.97769 -0.84661 0.36608 0.29
H -1.67395 -1.99919 -0.12220 0.29
H 2.19295 -0.82858 1.85553 0.51

iii.
15
Properties=species:S:1:pos:R:3:nbo_charge:R:1 method="wB97M-V/def2-TZVPD" orbital_gap_ev=8.15 charge=+1 e_lumo_ha=-0.2575
C 1.26384 1.49282 -1.62295 -0.17
C 0.58019 0.98833 -0.60368 0.45
C -1.05852 -0.81409 2.01584 -0.60
C -0.11755 0.13150 0.02778 -0.23
C -1.27407 0.13235 0.86077 -0.45
N 1.78805 0.60483 -2.37753 0.08
O 1.58751 -0.76032 -2.18336 -0.50
H 1.52545 2.44528 -2.00422 0.30
H -0.19671 -0.60774 2.59411 0.22
H -0.96069 -1.70897 1.59515 0.20
H -1.95826 -0.88366 2.75744 0.26
H 2.06211 -1.18118 -2.94981 0.53
H 0.39423 -0.87151 0.37988 0.37
H -2.17074 -0.14973 0.26322 0.28
H -1.46484 1.18209 1.24734 0.26

What is the stability order? It is i, ii, iii, from most stable to least stable.